Record 1
Computed, not measured: a cluster of 2 separate species, C5H12N2O4S in total, with ωB97M-V/def2-TZVPD.

Cartesian coordinates (Å):
C (0.90960, 1.56684, 1.09162)
C (-0.37892, 0.80001, 0.83147)
C (-1.12960, 1.83665, -0.02556)
C (-1.17074, 0.31286, 2.12399)
C (2.01945, -2.00789, -0.23960)
N (-0.27460, 2.95685, -0.25876)
N (0.61407, -1.77346, -0.50836)
O (-1.28123, -1.30996, -2.01554)
O (0.92589, -0.07500, -2.27755)
O (0.90459, 2.63075, 0.29676)
O (-1.46472, 1.21117, -1.36030)
S (0.28698, -1.37482, -2.23727)
H (1.73736, 1.14244, 1.43381)
H (-1.78930, -0.52949, -1.94723)
H (-0.08268, -0.19947, 0.41552)
H (-2.19033, 2.05227, 0.30631)
H (-2.14158, 0.79545, 2.27007)
H (-0.50643, 0.50398, 2.98784)
H (-1.37645, -0.72478, 2.09778)
H (2.19651, -3.10622, 0.06561)
H (2.67058, -1.90847, -1.20141)
H (2.28434, -1.28986, 0.45112)
H (-0.07658, -2.58990, -0.31616)
H (-0.68619, 1.08004, -1.98417)

Atoms 1-3, force components in eV/Å:
C -5.200 1.163 -2.900
C -0.091 0.166 2.185
C -0.920 -2.062 -2.157

Lowest unoccupied orbital energy (alpha / beta), eV: 0.029 / 0.252
HOMO-LUMO gap (alpha / beta), eV: 7.77 / 8.75
Relative energy (zero: lowest compared OMol25 entry of this formula, charge and spin), kcal/mol: 115.4
E_HOMO (alpha / beta), eV: -7.7 / -8.5

=====

Record 2
Computed, not measured: a structure of composition C11H18Cl2O4Zr, with ωB97M-V/def2-TZVPD.

Cartesian coordinates (Å):
C (1.07017, 0.17957, -1.36761)
C (1.61195, 1.13130, -0.46459)
C (0.52599, 1.76764, 0.21193)
C (3.04010, 1.47681, -0.32401)
C (-0.68282, 1.25374, -0.32822)
C (-0.34775, 0.23791, -1.27660)
C (-1.30659, -0.45917, -2.14944)
C (1.84050, -0.69274, -2.27484)
C (0.63003, 2.85182, 1.20361)
C (-2.00134, 1.91129, -0.21526)
Zr (-0.56123, -2.25413, 1.39964)
Cl (1.23263, -0.73866, 1.99897)
Cl (0.65091, -3.71457, -0.02329)
O (-2.14017, -1.22962, 0.95218)
H (3.67650, 0.61597, -0.53852)
H (3.27595, 1.82322, 0.68695)
H (3.28471, 2.27202, -1.03833)
H (1.32329, 2.60996, 2.01956)
H (-0.34261, 3.06220, 1.65555)
H (0.98608, 3.76119, 0.69681)
H (-2.19101, 2.27431, 0.81034)
H (-2.81331, 1.22994, -0.49802)
H (-2.03408, 2.78573, -0.90149)
H (-2.29816, -0.46208, -1.68774)
H (-1.02091, -1.51020, -2.28521)
H (-1.37551, 0.01583, -3.14960)
H (2.65418, -1.18328, -1.73386)
H (2.28095, -0.14540, -3.13370)
H (1.19667, -1.47803, -2.67742)
H (-3.08048, -1.17980, 1.23196)
O (-2.17679, -3.10690, -1.69006)
H (-2.36875, -4.10042, -1.80240)
O (-0.75121, -2.50745, 5.41708)
C (-0.63008, -2.21180, 4.23936)
O (-0.91921, -3.04162, 3.20782)
H (-0.23859, -1.24460, 3.82846)

Atoms 1-3, force components in eV/Å:
C -0.579 0.884 0.948
C -1.482 -0.202 -0.016
C -0.153 -0.944 -1.436

Lowest unoccupied orbital energy, eV: 5.102
HOMO-LUMO gap, eV: 4.62
Net charge: -2
E_HOMO, eV: 0.5

=====

Record 3
Computed, not measured: an isolated molecule of C5H6N2, with ωB97M-V/def2-TZVPD.

Cartesian coordinates (Å):
N (-2.72985, -1.16993, -0.40144)
C (-1.60590, -1.19730, -0.12520)
C (-0.17330, -1.15694, 0.22479)
C (0.69474, -0.29682, -0.68274)
C (0.82050, 0.64871, 0.68094)
C (-0.13523, 1.61510, 0.18841)
N (0.20072, -0.38442, 1.40406)
H (0.18978, -2.19384, 0.28997)
H (0.31126, 0.08750, -1.62860)
H (1.69599, -0.70716, -0.83067)
H (1.83816, 0.99487, 0.92467)
H (0.01562, 2.14787, -0.74952)
H (-1.14341, 1.59445, 0.59400)

Atoms 1-3, force components in eV/Å:
N 1.194 -0.097 0.247
C -0.922 0.199 0.018
C -0.187 -0.336 -0.480

Lowest unoccupied orbital energy (alpha / beta), eV: -0.160 / -0.985
HOMO-LUMO gap (alpha / beta), eV: 9.77 / 7.21
Relative energy (zero: lowest compared OMol25 entry of this formula, charge and spin), kcal/mol: 126.5
E_HOMO (alpha / beta), eV: -9.9 / -8.2

=====

Number 1: strongest force on any atom 6.07 eV/Å. Number 2: strongest force on any atom 3.41 eV/Å. Number 3: strongest force on any atom 2.69 eV/Å.